*1*
C4H8Br2O as an isolated structure, computed with wB97M-V/def2-TZVPD.

Each line ends with the Mulliken charge.
Element x y z (Å)
C1 1.0169 -0.0566 1.9536  -0.89
C2 -1.2127 -0.0109 -2.0344  -1.05
C3 1.3493 -0.0266 0.4155  -0.37
C4 -1.2722 0.1323 -0.5134  0.29
O1 0.6214 0.8733 -0.2978  -0.49
Br1 -2.3070 1.4873 0.2730  0.01
Br2 -1.3606 -1.4944 0.3619  -0.02
H1 0.8467 0.9843 2.1619  0.26
H2 0.1859 -0.6093 1.9961  0.27
H3 1.9260 -0.4352 2.4920  0.33
H4 -0.5435 -0.7397 -2.3330  0.34
H5 -2.2842 -0.3174 -2.3353  0.33
H6 -0.7363 0.9535 -2.3784  0.34
H7 1.3338 -1.0125 -0.1443  0.30
H8 2.4363 0.2721 0.3826  0.36

Values from the calculation:
LUMO level: -0.175 eV

*2*
C4H8Br2O as an isolated structure, computed with wB97M-V/def2-TZVPD.

Each line ends with the Mulliken charge.
Element x y z (Å)
C1 -2.1548 -0.2098 -0.1996  -0.84
C2 1.0138 -2.0269 -0.0089  -0.52
C3 -0.6636 -0.4824 -0.2868  -0.11
C4 1.3710 1.6355 0.4583  -0.22
O1 -0.0749 -1.4901 0.2877  -0.28
Br1 -0.2050 2.0429 1.6021  -0.07
Br2 0.9999 2.1954 -1.3403  -0.10
H1 -2.6682 -1.0836 0.2460  0.28
H2 -2.5304 0.2414 -1.1897  0.26
H3 -2.2740 0.6392 0.4622  0.20
H4 1.8044 -1.4728 -0.5451  0.26
H5 1.5557 -2.8147 0.4654  0.27
H6 1.5852 0.6355 0.4482  0.07
H7 -0.1150 0.0806 -1.1068  0.44
H8 2.3560 2.1098 0.7075  0.37

Values from the calculation:
LUMO level (spin up / spin down): 0.255 / 0.267 eV

Energy ordering: *1* at the bottom, the next structure 154.6 kJ/mol above.

*1*
One molecule with the formula CH2O2S2, computed with wB97M-V/def2-TZVPD.

Each line ends with the Mulliken charge.
Element x y z (Å)
C1 -0.2449 0.1356 0.0306  0.48
O1 1.9193 0.1402 0.1701  -0.33
O2 0.8388 0.2635 -0.6965  -0.11
S1 -1.5216 1.0207 -0.8750  -0.13
S2 -0.3242 -1.0026 1.2117  -0.39
H1 -2.4157 0.2783 -0.3862  0.14
H2 1.7483 -0.8355 0.5452  0.33

Values from the calculation:
SMILES: OOC(=S)S
LUMO level (spin up / spin down): -0.398 / -0.399 eV

*2*
One molecule with the formula CH2O2S2, computed with wB97M-V/def2-TZVPD.

Each line ends with the Mulliken charge.
Element x y z (Å)
C1 -0.2152 -0.2422 0.4266  -0.31
O1 1.6871 0.7144 -1.0147  -0.42
O2 -2.7235 -0.5573 0.0619  -0.46
S1 1.0912 0.9394 0.5153  0.05
S2 -1.5992 0.2896 -0.3148  0.41
H1 2.0150 -0.1710 -0.8949  0.35
H2 -0.2553 -0.9730 1.2206  0.40

Values from the calculation:
LUMO level (spin up / spin down): -1.280 / -1.281 eV

Energy ordering: *2* at the bottom, the next structure 119.7 kJ/mol above.